(w)
16
Properties=species:S:1:pos:R:3 method="wB97M-V/def2-TZVPD" e_homo_ha="0.016 / -0.109" orbital_gap_ev="3.701 / 7.065" s_squared=0.75 total_charge=-1 multiplicity=2
O 0.3331 -1.1714 1.0272
C -0.0586 -1.4687 -0.1762
C 0.2252 -2.8307 -0.7928
H -0.4996 -0.7094 -0.8329
H 1.2994 -3.0281 -0.8918
H -0.4078 -3.6007 -0.3300
H -0.1278 -2.7578 -1.8337
N -1.2971 1.5602 0.2221
C -0.1045 2.3167 -0.1252
N 1.1011 1.5185 0.0015
H -2.1596 1.9457 -0.1302
H -1.3401 1.3534 1.2082
H -0.0090 3.1971 0.5314
H -0.1457 2.6157 -1.1664
H 1.0806 0.8540 -0.7681
H 1.0160 0.9160 0.8221

(x)
16
Properties=species:S:1:pos:R:3 method="wB97M-V/def2-TZVPD" e_homo_ha="0.019 / -0.104" orbital_gap_ev="3.326 / 6.607" s_squared=0.75 total_charge=-1 multiplicity=2
O -1.2156 1.7119 0.0488
C -0.5576 1.8433 1.1295
C -0.6569 0.8689 2.3111
H 0.4367 2.3681 1.1702
H -1.5505 1.0092 2.9735
H -0.8775 -0.1191 1.8773
H 0.3759 0.7791 2.6656
N 1.2591 -1.2865 -2.2447
C 0.2768 -1.6145 -1.2162
N 0.4377 -0.9266 0.0465
H 1.1775 -1.7414 -3.1445
H 2.1809 -1.5664 -1.9186
H 0.2297 -2.6963 -1.0183
H -0.7259 -1.3506 -1.5480
H 0.5000 0.0866 0.0040
H 1.2539 -1.2760 0.5381

Which of them is most stable, and which least? Most stable: (w); least stable: (x).

(w)
16
Properties=species:S:1:pos:R:3 method="wB97M-V/def2-TZVPD" e_homo_ha="-0.347 / -0.347" orbital_gap_ev="7.608 / 7.604" total_charge=0 multiplicity=1
C -1.7279 -1.6178 -0.4120
C -3.2169 -0.2344 0.8097
C 2.7804 0.4250 0.1281
C 1.3428 0.1982 -0.3090
C -1.9287 -0.7486 0.7008
N -1.3729 -2.2687 -1.2832
N -4.1642 0.3930 1.0263
O -1.1220 1.1554 -1.5908
O 0.4067 1.0793 0.3061
S -1.0625 1.4188 -0.1583
H 2.8618 1.4580 0.1865
H 2.8568 0.0051 1.0361
H 3.5442 0.1559 -0.5242
H 1.2502 -0.9153 -0.1786
H 1.0605 0.4330 -1.3115
H -1.5084 -0.9368 1.5741

(x)
16
Properties=species:S:1:pos:R:3 method="wB97M-V/def2-TZVPD" smiles="Cc1nsc(N)c1C(=O)O" e_homo_ha=-0.311 orbital_gap_ev=8.557 total_charge=0 multiplicity=1
C -0.5325 2.2246 0.0755
C 0.4994 1.0755 -0.0237
N 1.8302 1.4391 0.1210
S 2.7433 -0.0297 -0.1750
C 1.4412 -1.1175 -0.1909
N 1.3338 -2.4199 -0.0374
C 0.2054 -0.3140 -0.1163
C -1.1796 -0.7988 0.0799
O -1.3087 -2.0145 -0.0236
O -2.1146 0.1194 -0.2204
H -1.4041 1.9671 -0.7646
H -0.0858 3.2387 -0.6128
H -0.8572 2.6721 1.2431
H 2.1067 -3.0453 0.6984
H 0.3320 -2.7717 0.3834
H -3.0097 -0.2250 -0.4366

(y)
16
Properties=species:S:1:pos:R:3 method="wB97M-V/def2-TZVPD" smiles="Cc1sc(N)nc1C(=O)O" e_homo_ha=-0.327 orbital_gap_ev=9.326 total_charge=0 multiplicity=1
C -0.3510 -1.6794 -1.3684
C 0.2678 -0.4596 -0.6197
S 1.9748 -0.1549 -0.4919
C 1.6420 1.1809 0.5255
N 2.4789 2.1580 1.1695
N 0.4268 1.3744 0.7720
C -0.3610 0.4549 0.0947
C -1.8875 0.2807 0.4211
O -2.4871 0.8619 1.3693
O -2.3968 -0.7097 -0.3225
H 0.4628 -2.5041 -1.7695
H -0.9649 -1.6442 -2.2782
H -0.8487 -2.2228 -0.5535
H 2.1709 2.3509 2.2142
H 3.3302 1.6810 0.9447
H -3.4572 -0.9681 -0.1073

Which of them is most stable, and which least? Most stable: (y); least stable: (w).